Run one
# C3H13NO3

A 4-piece molecular cluster, C3H13NO3 overall (ωB97M-V with the def2-TZVPD basis set, the Open Molecules 2025 dataset).

Structure (XYZ):
```
20
Properties=species:S:1:pos:R:3:nbo_charge:R:1
C -0.02814 -2.66550 0.29172 -0.63
C 0.25578 -1.32174 -0.36845 -0.30
C 1.49648 -0.88879 -0.55216 -0.01
N 1.73471 0.36772 -1.18935 -0.87
H 0.73133 -3.43510 0.18680 0.21
H -0.12016 -2.53383 1.37680 0.20
H -1.01641 -2.96863 -0.06277 0.21
H -0.61468 -0.71816 -0.57041 0.20
H 2.39381 -1.46446 -0.36582 0.19
H 2.53240 0.45041 -1.79428 0.38
H 0.85538 0.74396 -1.51732 0.41
H -1.76080 1.25974 -0.89538 0.51
H -0.79148 2.45160 -0.75614 0.48
O -0.93966 1.64458 -1.25637 -0.98
H 0.54043 1.11299 0.76542 0.49
H 1.02600 0.80249 2.19771 0.48
O 0.46703 1.39666 1.68466 -0.97
H -2.21411 -0.17805 1.09873 0.48
H -1.74334 1.23992 1.40007 0.50
O -2.44032 0.74495 0.94954 -0.96
```

Results
LUMO level in eV: 0.76
HOMO energy in eV: -8.089
SMILES: C/C=C/N.O.O.O
HOMO-LUMO gap in eV: 8.8
2S+1: 1

=====

Run two
# C3H13NO3

A 3-piece molecular cluster, C3H13NO3 overall (ωB97M-V with the def2-TZVPD basis set, the Open Molecules 2025 dataset).

Structure (XYZ):
```
20
Properties=species:S:1:pos:R:3:nbo_charge:R:1
C -1.23257 0.09862 0.33452 -0.23
C -0.15382 0.79718 -0.45733 0.09
C -0.01001 2.23187 0.01564 -0.63
O -0.53254 0.75758 -1.83720 -0.72
N -1.29544 -1.32535 0.01979 -0.84
H -0.93028 0.26540 1.36135 0.17
H -2.18580 0.55963 0.05680 0.20
H 0.80736 0.28620 -0.31765 0.15
H 0.36968 2.27047 1.03902 0.21
H 0.71349 2.74947 -0.60697 0.21
H -0.94753 2.76922 -0.05045 0.21
H 0.26386 0.86471 -2.36625 0.47
H -0.39699 -1.73448 -0.18059 0.35
H -1.74774 -1.86074 0.74352 0.36
H 2.85802 -2.00899 -6.13730 0.47
H 3.28824 -0.94191 -5.11320 0.47
O 3.10196 -1.87778 -5.21581 -0.94
H -0.16548 -1.29608 5.63077 0.47
H -1.38623 -1.32962 6.52061 0.47
O -0.41818 -1.27538 6.56074 -0.93
```

Results
LUMO level in eV: 0.47
HOMO energy in eV: -9.099
SMILES: C[C@H](O)CN.O.O
HOMO-LUMO gap in eV: 9.6
2S+1: 1

=====

Run three
# C3H13NO3

A 3-piece molecular cluster, C3H13NO3 overall (ωB97M-V with the def2-TZVPD basis set, the Open Molecules 2025 dataset).

Structure (XYZ):
```
20
Properties=species:S:1:pos:R:3:nbo_charge:R:1
C -1.25466 0.70305 -1.89024 -0.42
N -0.94138 -0.58700 -1.24011 -0.63
C -1.27298 -0.81163 0.12799 -0.26
C -0.48054 -1.91626 0.81778 -0.07
O 0.39397 -1.22399 1.75044 -0.76
H -0.81379 1.64193 -1.52022 0.17
H -2.31879 0.90467 -1.67927 0.19
H -1.14966 0.52280 -2.94104 0.21
H -0.06210 -0.76341 -1.50826 0.35
H -0.95737 0.12976 0.70981 0.21
H -2.37589 -1.01729 0.26928 0.20
H -1.07930 -2.51106 1.55521 0.18
H 0.06294 -2.64692 0.15488 0.18
H 1.05420 -1.80730 2.12335 0.48
H 0.59472 0.50826 1.18204 0.48
H 0.92890 1.63583 2.14367 0.47
O 0.58444 1.46519 1.23388 -0.97
H 2.66816 1.15229 -0.60038 0.46
H 1.38550 1.88334 -1.01554 0.48
O 2.35925 1.83694 -1.05005 -0.94
```

Results
LUMO level in eV: 0.48
HOMO energy in eV: -8.700
SMILES: CNCCO.O.O
HOMO-LUMO gap in eV: 9.2
2S+1: 1

=====

Result of the stability comparison: run one is the most stable of them.

=====

Run one
# C3H12N2O2

A 3-piece molecular cluster, C3H12N2O2 overall (ωB97M-V with the def2-TZVPD basis set, the Open Molecules 2025 dataset).

Structure (XYZ):
```
19
Properties=species:S:1:pos:R:3:nbo_charge:R:1
C -1.18370 -0.53362 1.06141 -0.65
C -0.78722 0.80684 0.55218 0.08
C -1.41899 1.47637 -0.43134 -0.07
N -0.80028 2.11908 -1.51737 -0.84
N 0.55739 1.24117 0.79445 -0.86
H -2.27305 -0.58694 0.96287 0.23
H -0.78023 -1.37443 0.50215 0.23
H -0.99949 -0.61199 2.13816 0.19
H -2.50220 1.47084 -0.42629 0.18
H -1.35063 2.02815 -2.35320 0.38
H 0.14483 1.78337 -1.63359 0.38
H 0.92224 0.99947 1.70382 0.36
H 0.58631 2.24892 0.74217 0.37
H 0.60507 -3.36019 -0.13310 0.47
H 0.32323 -3.87337 -1.51013 0.47
O 0.47109 -3.04634 -1.03574 -0.93
H 3.33592 0.08081 0.67336 0.46
H 2.10772 -0.51516 0.04452 0.48
O 3.04200 -0.35299 -0.13433 -0.94
```

Results
LUMO level in eV: 0.68
HOMO energy in eV: -6.915
SMILES: C/C(N)=C/N.O.O
HOMO-LUMO gap in eV: 7.6
2S+1: 1

=====

Run two
# C3H12N2O2

A 3-piece molecular cluster, C3H12N2O2 overall (ωB97M-V with the def2-TZVPD basis set, the Open Molecules 2025 dataset).

Structure (XYZ):
```
19
Properties=species:S:1:pos:R:3:nbo_charge:R:1
C 0.66196 1.35994 1.58934 -0.66
C -0.21184 0.29285 1.17328 0.11
C 0.24120 -1.02531 1.35446 -0.10
N -0.54664 -2.13259 0.85285 -0.85
N -1.42934 0.48170 0.34700 -0.86
H 1.67442 1.01228 1.87197 0.23
H 0.85355 1.98915 0.74258 0.22
H 0.36518 1.89430 2.49429 0.21
H 0.89301 -1.30286 2.19564 0.20
H -0.94017 -1.79604 -0.17183 0.38
H 0.08292 -2.90750 0.44978 0.36
H -1.84210 1.40031 0.53327 0.37
H -2.20245 -0.23974 0.50206 0.39
H -0.09853 -0.78794 -3.25918 0.49
H 0.28368 -2.26414 -2.62999 0.48
O -0.06216 -1.37339 -2.40035 -0.97
H 0.96675 1.15219 -1.47415 0.48
H 0.20727 2.33155 -2.08391 0.47
O 1.10328 1.91525 -2.08709 -0.95
```

Results
LUMO level in eV: 0.58
HOMO energy in eV: -7.312
SMILES: C/C(N)=C/N.O.O
HOMO-LUMO gap in eV: 7.9
2S+1: 1

=====

Result of the stability comparison: run one is the most stable of them.

=====

Run one
# C3H12N2O2

A 2-piece molecular cluster, C3H12N2O2 overall (ωB97M-V with the def2-TZVPD basis set, the Open Molecules 2025 dataset).

Structure (XYZ):
```
19
Properties=species:S:1:pos:R:3:nbo_charge:R:1
C -0.92074 0.85398 0.64104 -0.27
N -0.36566 -0.25170 -0.28057 -0.69
C -1.52667 -0.83940 -1.04971 0.09
O -1.51325 -2.25716 -0.67659 -0.72
C 0.12775 1.88961 0.91703 -0.25
N 1.19362 2.05808 -0.18477 -0.87
H -1.09140 0.19835 1.57509 0.20
H -1.86880 1.33834 0.29648 0.21
H 0.09791 -1.00657 0.32614 0.39
H -2.50174 -0.52121 -0.72964 0.16
H -1.47540 -0.54427 -2.13489 0.17
H -1.02073 -2.68571 -1.41150 0.47
H -0.13884 3.04474 1.07764 0.20
H 0.82697 1.65005 1.71306 0.19
H 1.12326 2.99546 -0.58910 0.35
H 1.11545 1.39860 -0.93157 0.37
H 2.65935 -0.65613 -0.09373 0.47
H 2.01563 -0.59210 1.08633 0.46
O 2.56082 -1.32901 0.67946 -0.92
```

Results
LUMO level in eV: 0.81
HOMO energy in eV: -9.202
SMILES: NCCNCO.O
HOMO-LUMO gap in eV: 10.0
2S+1: 1

=====

Run two
# C3H12N2O2

A 2-piece molecular cluster, C3H12N2O2 overall (ωB97M-V with the def2-TZVPD basis set, the Open Molecules 2025 dataset).

Structure (XYZ):
```
19
Properties=species:S:1:pos:R:3:nbo_charge:R:1
N 0.36326 0.01466 2.13195 -0.84
C 0.22903 -0.00916 0.68681 -0.07
C -0.78323 1.00555 0.14331 -0.10
O -2.09574 0.61446 0.58908 -0.73
C 1.63115 0.22953 0.07458 -0.23
N 1.61605 -0.13304 -1.34362 -0.83
H 0.41455 0.96994 2.48486 0.35
H -0.40780 -0.45115 2.57428 0.37
H -0.10634 -1.02122 0.43497 0.17
H -0.65927 1.97727 0.61861 0.18
H -0.72256 1.14178 -0.93870 0.19
H -2.52363 0.01321 -0.04741 0.46
H 1.75403 1.30918 0.20978 0.18
H 2.40741 -0.24737 0.67004 0.19
H 2.53069 -0.02889 -1.76605 0.36
H 1.57169 -1.15191 -1.37636 0.34
H -1.78306 -2.18811 -1.63863 0.47
H -1.55595 -0.71752 -1.40438 0.45
O -1.88028 -1.32718 -2.10311 -0.92
```

Results
LUMO level in eV: 0.70
HOMO energy in eV: -9.375
SMILES: NC[C@@H](N)CO.O
HOMO-LUMO gap in eV: 10.1
2S+1: 1

=====

Run three
# C3H12N2O2

A 2-piece molecular cluster, C3H12N2O2 overall (ωB97M-V with the def2-TZVPD basis set, the Open Molecules 2025 dataset).

Structure (XYZ):
```
19
Properties=species:S:1:pos:R:3:nbo_charge:R:1
C 0.00464 0.62919 0.76623 -0.26
C 1.31393 1.38125 0.74947 -0.06
O 2.32635 0.61573 0.10861 -0.72
N 0.12595 -0.40147 1.78776 -0.63
C -0.98733 -1.21814 2.17798 -0.04
N -1.59606 -1.95756 1.05009 -0.87
H -0.15517 0.34696 -0.27501 0.18
H -0.79477 1.28138 1.13281 0.19
H 1.22234 2.30102 0.16863 0.17
H 1.62963 1.72109 1.72724 0.17
H 2.62144 -0.07205 0.72001 0.46
H 0.80558 -1.07059 1.42225 0.34
H -1.81231 -0.63381 2.60485 0.15
H -0.60370 -1.87295 2.95890 0.18
H -2.54902 -2.18746 1.26478 0.35
H -1.61509 -1.42318 0.19393 0.36
H -0.64951 0.73344 -6.53938 0.46
H 0.50963 1.34391 -5.85453 0.46
O 0.20345 0.48326 -6.16460 -0.93
```

Results
LUMO level in eV: 0.88
HOMO energy in eV: -9.192
SMILES: NCNCCO.O
HOMO-LUMO gap in eV: 10.1
2S+1: 1

=====

Run four
# C3H12N2O2

C3H12N2O2 as an isolated structure (ωB97M-V with the def2-TZVPD basis set, the Open Molecules 2025 dataset).

Structure (XYZ):
```
19
Properties=species:S:1:pos:R:3:nbo_charge:R:1
C 0.24338 -0.69683 0.88073 -0.06
C 0.25702 -0.92641 2.37367 -0.83
C -0.66715 -1.63853 0.10540 -0.63
N -0.34808 0.73380 0.90855 -0.85
H 1.22741 -0.60996 0.40042 0.18
H -1.23095 0.85872 0.40884 0.39
H 0.30008 1.42755 0.53759 0.40
H -0.37091 0.45984 2.18422 0.37
H 1.26825 -0.98301 2.77715 0.19
H -0.31687 -1.79202 2.70052 0.19
H -0.82796 -1.31450 -0.92536 0.20
H -1.63837 -1.70982 0.59996 0.21
H -0.22924 -2.63656 0.09676 0.22
N 0.66011 1.07837 -2.33086 -0.08
O -0.76215 1.07392 -2.19833 -0.59
O 1.17082 2.14592 -1.53435 -0.60
H 1.41931 2.82480 -2.17537 0.48
H -1.07576 1.44074 -3.03411 0.47
H 0.92106 0.26398 -1.77541 0.33
```

Results
LUMO level in eV: 0.51
HOMO energy in eV: -7.157
HOMO-LUMO gap in eV: 7.7
2S+1: 1

=====

Result of the stability comparison: run two is the most stable of them.

=====

Run one
# C3H12N2O2

A 3-piece molecular cluster, C3H12N2O2 overall (ωB97M-V with the def2-TZVPD basis set, the Open Molecules 2025 dataset).

Structure (XYZ):
```
19
Properties=species:S:1:pos:R:3:nbo_charge:R:1
C 2.23983 0.47940 -0.74495 -0.60
C 0.89989 0.90808 -0.18165 -0.26
N -1.75971 0.92857 0.84265 -0.84
C -1.24769 -0.09152 0.07244 0.29
N -0.10304 -0.09659 -0.45864 -0.51
H 2.98958 1.21184 -0.46241 0.20
H 2.53991 -0.47952 -0.32054 0.21
H 2.23400 0.39430 -1.82604 0.21
H 0.93954 1.09676 0.89969 0.18
H 0.62082 1.86878 -0.63981 0.18
H -1.46785 1.87300 0.68841 0.39
H -2.64235 0.81979 1.30676 0.39
H -1.84930 -0.99421 -0.00102 0.17
H -0.96359 0.91350 -4.48592 0.46
H -0.23849 0.36584 -3.27527 0.48
O -0.11604 0.96476 -4.02293 -0.94
H -1.43598 -3.64783 4.29465 0.47
H 0.02264 -3.18736 4.49319 0.47
O -0.66219 -3.32758 3.82140 -0.94
```

Results
LUMO level in eV: 0.80
HOMO energy in eV: -8.938
SMILES: CC/N=C\N.O.O
HOMO-LUMO gap in eV: 9.7
2S+1: 1

=====

Run two
# C3H12N2O2

A 3-piece molecular cluster, C3H12N2O2 overall (ωB97M-V with the def2-TZVPD basis set, the Open Molecules 2025 dataset).

Structure (XYZ):
```
19
Properties=species:S:1:pos:R:3:nbo_charge:R:1
C 2.96450 1.82333 0.37079 -0.61
C 1.81892 1.32282 1.25067 -0.21
N 0.85025 0.54552 0.50002 -0.63
C 0.02487 -0.32726 1.22333 0.30
N -0.01207 -1.54263 0.88490 -0.72
H 2.55557 2.39677 -0.45399 0.21
H 3.62353 2.47440 0.93394 0.22
H 3.48166 0.94663 -0.01313 0.21
H 1.28735 2.16811 1.69833 0.19
H 2.25079 0.75399 2.08267 0.17
H 1.21360 -0.04514 -0.24266 0.38
H -0.57852 0.20378 1.95937 0.15
H -0.67138 -2.11905 1.39654 0.35
H -1.56352 -2.48883 -0.97552 0.47
H -2.80758 -3.20362 -0.50801 0.46
O -2.10895 -3.23992 -1.18273 -0.94
H -4.16740 0.24110 -2.20609 0.46
H -3.70138 0.16546 -3.63680 0.47
O -4.46023 -0.07546 -3.08164 -0.93
```

Results
LUMO level in eV: 0.59
HOMO energy in eV: -9.503
SMILES: [H]/N=C/NCC.O.O
HOMO-LUMO gap in eV: 10.1
2S+1: 1

=====

Run three
# C3H12N2O2

A 2-piece molecular cluster, C3H12N2O2 overall (ωB97M-V with the def2-TZVPD basis set, the Open Molecules 2025 dataset).

Structure (XYZ):
```
19
Properties=species:S:1:pos:R:3:nbo_charge:R:1
C -0.79098 -0.95619 0.75245 -0.26
C 0.62611 -0.65975 1.27307 -0.10
O 1.25877 0.65714 0.93035 -0.75
N -0.64510 -1.52683 -0.69379 -0.64
C -0.10668 -0.52372 -1.62393 -0.08
N 1.41144 -0.60381 -1.67598 -0.88
H -1.42368 -0.04219 0.60644 0.19
H -1.40001 -1.55016 1.41800 0.21
H 0.60445 -0.87212 2.32683 0.17
H 1.29631 -1.57693 0.88463 0.19
H 0.57415 1.32441 0.92105 0.49
H 0.21026 -2.16387 -0.83148 0.37
H -0.53970 0.51135 -1.44629 0.17
H -0.39671 -1.01203 -2.61613 0.19
H 1.73559 -0.20356 -2.51758 0.35
H 1.77818 0.02084 -0.94090 0.38
H -1.01531 3.56653 1.59445 0.48
H -1.98313 2.56288 0.85153 0.48
O -1.19395 3.04803 0.78727 -0.96
```

Results
LUMO level in eV: 0.49
HOMO energy in eV: -8.697
SMILES: NCNCCO.O
HOMO-LUMO gap in eV: 9.2
2S+1: 1

=====

Result of the stability comparison: run one is the most stable of them.